Entry from the Open Molecules 2025 dataset: a 2-piece molecular cluster, C14H16O2 overall at a distorted geometry (the ωB97M-V functional and the def2-TZVPD basis).

Each line ends with the Löwdin charge.
Element x y z (Å)
C -1.519 -1.056 2.815  -0.051
C -0.858 -0.929 0.336  -0.034
C -1.737 -1.253 1.327  -0.294
C -1.175 -1.175 -1.015  -0.014
C -2.953 -1.840 0.951  -0.053
C -2.300 -1.886 -1.370  -0.337
C -3.230 -2.224 -0.365  -0.018
O -2.295 -2.435 -2.614  0.036
H 0.168 -0.537 0.480  0.117
H -0.390 -1.094 -1.756  0.100
H -0.631 -0.440 3.019  0.069
H -1.495 -1.969 3.394  0.076
H -3.821 -2.015 1.599  0.116
H -4.134 -2.759 -0.618  0.105
H -3.156 -2.653 -3.011  0.117
H -2.256 -0.303 3.123  0.081
C 2.262 0.753 -2.694  -0.061
C 2.807 1.113 1.003  -0.035
C 1.818 2.039 1.299  -0.342
C 3.107 0.804 -0.319  -0.025
C 2.232 1.329 -1.306  -0.298
C 1.013 2.661 0.347  -0.014
C 1.254 2.249 -0.969  -0.067
O 1.736 2.078 2.661  0.025
H 3.304 0.570 1.810  0.124
H 3.987 0.237 -0.611  0.111
H 0.216 3.352 0.684  0.122
H 1.055 2.659 3.015  0.106
H 2.067 1.545 -3.391  0.069
H 1.544 -0.103 -2.748  0.076
H 0.506 2.548 -1.695  0.114
H 3.156 0.146 -2.933  0.082

Properties
Frontier orbital gap in Ha: 0.33062
SMILES: Cc1ccc(O)cc1.Cc1ccc(O)cc1
Total charge: 0
LUMO level in eV: 0.76
DFT total energy in a.u.: -693.5133

=====

Entry from the Open Molecules 2025 dataset: a 6-piece molecular cluster, C2H14O5 overall at a distorted geometry (the ωB97M-V functional and the def2-TZVPD basis).

Each line ends with the Löwdin charge.
Element x y z (Å)
C 4.088 -2.132 -2.853  -0.083
C 4.381 -1.675 -1.650  -0.083
H 3.591 -3.085 -2.916  0.037
H 4.373 -1.724 -3.809  0.043
H 3.932 -1.980 -0.721  0.043
H 4.838 -0.698 -1.520  0.043
H -0.761 0.569 -3.952  0.035
H -1.583 1.764 -4.255  0.022
O -1.662 0.900 -3.860  -0.057
H -3.719 2.332 1.413  0.045
H -3.608 1.471 0.227  0.031
O -3.779 1.403 1.162  -0.043
H 0.872 1.661 1.980  -0.010
H 1.345 1.776 3.460  0.021
O 1.484 2.124 2.579  -0.079
H -4.131 -1.011 2.647  0.023
H -3.899 -1.390 4.124  0.027
O -3.520 -1.453 3.247  -0.058
H -1.074 0.725 0.955  0.038
H -0.801 0.145 2.296  0.052
O -0.369 0.280 1.444  -0.049

Properties
Frontier orbital gap in Ha: 0.38277
SMILES: C=C.O.O.O.O.O
Total charge: 0
LUMO level in eV: 0.28
DFT total energy in a.u.: -460.7409

=====

The records above yield ΔE to the lowest compared entry with this formula, charge and spin values of 1.177; 1.758 eV, respectively.